# 1
ORCA calculation (the ωB97M-V functional and the def2-TZVPD basis) on a cluster of 21 separate species, C21H84O21 in total.

Output
ΔE to the lowest compared entry with this formula, charge and spin, kcal per mole: 83.36
HOMO level, eV: -9.51
Charge: 0
HOMO-LUMO gap, eV: 9.7
F_max, eV/Å: 2.86
Electronic energy, Eh: -2430.077698

Structure (XYZ):
```
126
Properties=species:S:1:pos:R:3:forces:R:3:lowdin_charge:R:1
C 3.017100 -0.319292 6.174411 -0.263 -0.638 0.908 -0.125
O 2.443460 0.937248 6.505891 0.016 0.010 0.026 -0.127
H 2.606750 -1.042792 6.878871 -0.215 -0.470 -0.187 0.081
H 2.751070 -0.641702 5.167741 0.555 0.319 0.009 0.067
H 4.060460 -0.234462 6.478231 0.420 -0.465 -1.131 0.090
H 2.875510 1.017698 7.359391 -0.605 1.172 0.272 0.087
C -1.575010 3.066548 -5.479209 -2.242 0.081 -0.054 -0.175
O -0.263490 2.702288 -5.422649 1.807 -0.093 0.734 -0.113
H -1.664500 4.117428 -5.754409 -0.031 -0.235 -0.448 0.093
H -2.095220 2.355948 -6.121489 -0.328 0.512 -0.847 0.082
H -2.167770 2.951238 -4.571779 0.399 0.128 0.797 0.073
H -0.242240 1.766558 -5.209169 0.402 -0.403 -0.221 0.044
C -0.645410 -0.593232 0.561881 0.983 1.346 -1.162 -0.090
O 0.726810 -0.616962 0.000251 -1.307 -0.623 1.429 -0.148
H -0.636870 -0.608852 1.651731 0.458 -0.292 -0.145 0.046
H -1.015600 0.390138 0.271961 -0.393 0.183 0.227 0.060
H -1.362580 -1.308872 0.159841 0.507 -0.432 -0.024 0.053
H 0.651020 -0.441902 -0.940599 -0.388 -0.317 0.014 0.001
C 1.684830 4.293118 -2.742889 0.067 -0.503 0.214 -0.171
O 2.036630 3.727388 -4.009679 -0.136 0.731 0.727 -0.120
H 0.927480 5.076718 -2.720599 0.054 0.405 -0.831 0.068
H 1.234630 3.542298 -2.093499 0.287 -0.229 0.184 0.042
H 2.590340 4.681818 -2.276989 -0.035 -0.084 -0.021 0.086
H 1.207960 3.431028 -4.393189 -0.254 -0.115 -0.536 0.015
C -3.048930 1.486738 7.246421 -0.810 -0.635 -0.924 -0.129
O -3.142950 0.512898 6.196771 0.811 -0.532 0.527 -0.153
H -2.069330 1.962478 7.292681 0.043 -0.021 -0.051 0.070
H -3.830570 2.224028 7.063281 0.116 0.296 0.383 0.079
H -3.263480 0.939068 8.164091 0.123 0.278 0.134 0.076
H -3.573340 0.839888 5.403401 -0.175 0.662 0.191 0.005
C 1.689440 -3.361392 -1.262459 0.908 0.307 2.435 -0.188
O 1.825320 -3.240702 -2.622739 -0.197 -0.369 -1.791 -0.110
H 2.087740 -4.293692 -0.862109 -0.179 -0.415 -0.601 0.085
H 2.332700 -2.619422 -0.789399 -0.139 0.328 0.356 0.073
H 0.691030 -3.220852 -0.848299 -0.209 -0.032 -0.345 0.076
H 1.280570 -2.494632 -2.883939 -0.091 0.347 -0.106 0.051
C -4.284590 -3.192172 -0.404379 -0.700 -1.068 1.948 -0.127
O -3.276130 -2.528322 0.382501 0.211 0.322 -1.233 -0.140
H -5.112030 -3.297812 0.297251 -0.854 0.443 -0.420 0.076
H -4.582380 -2.732842 -1.346949 0.597 0.380 0.430 0.067
H -4.087380 -4.252722 -0.560709 0.769 -0.015 -0.559 0.050
H -3.183570 -2.979452 1.224831 -0.117 -0.158 -0.073 0.070
C -0.049000 1.603408 4.032621 -2.254 -0.976 -0.125 -0.157
O 1.048390 2.303778 4.428421 1.672 1.087 0.232 -0.100
H -0.966970 2.125748 4.302071 -0.230 0.214 -0.105 0.084
H -0.090940 1.402138 2.962181 0.235 -0.094 -0.101 0.082
H -0.087200 0.682898 4.615121 -0.204 -0.449 -0.349 0.076
H 1.436720 1.756158 5.114651 0.858 0.487 0.411 0.045
C -0.084800 5.015518 0.040321 1.454 -1.169 1.431 -0.109
O 0.474270 3.689218 0.318861 -0.792 0.599 -1.048 -0.160
H -0.080840 5.511808 1.010781 -0.950 0.249 0.079 0.074
H 0.607920 5.644858 -0.518409 -0.212 -0.265 -0.740 0.065
H -1.063340 4.852818 -0.411429 0.221 0.364 0.070 0.073
H 1.259440 3.800438 0.859911 0.185 0.182 0.357 0.018
C 0.121220 -2.366362 3.995331 -0.227 0.729 -0.007 -0.157
O -0.677980 -2.290992 5.161731 0.546 -0.830 0.809 -0.119
H -0.587380 -2.341472 3.167461 0.622 -0.267 -0.563 0.065
H 0.878530 -1.589342 3.891311 -0.369 0.784 0.018 0.055
H 0.797840 -3.220922 3.999451 -0.822 -0.643 0.198 0.084
H -1.070540 -1.436192 5.353621 0.171 0.284 -0.417 0.051
C -3.707360 0.044978 3.168481 1.819 -2.202 0.086 -0.172
O -4.146620 1.210278 3.744451 -1.171 1.289 -0.400 -0.098
H -4.455180 -0.699182 2.894451 -0.446 0.247 0.062 0.092
H -3.039060 0.161318 2.315291 -0.073 0.408 -0.285 0.071
H -3.091890 -0.406882 3.946381 0.104 -0.442 -0.141 0.072
H -4.831530 1.533648 3.154591 -0.184 0.583 0.295 0.103
C -3.422300 -6.786572 0.876311 1.081 -0.156 -0.913 -0.104
O -4.016230 -6.997272 -0.461589 0.389 0.045 2.180 -0.134
H -3.266480 -5.724732 1.066871 -0.646 0.129 0.179 0.060
H -3.874910 -7.329302 1.706181 -0.672 0.247 -0.289 0.082
H -2.396550 -7.155132 0.886481 -0.005 -0.278 -0.578 0.081
H -4.954760 -7.066762 -0.272039 -0.192 0.009 -0.410 0.079
C 2.904160 4.907448 3.280931 0.765 1.215 -1.467 -0.100
O 2.392500 3.851188 2.445231 0.127 0.556 1.193 -0.162
H 2.201760 5.298368 4.017081 -0.244 -0.385 -0.066 0.088
H 3.851370 4.667668 3.764051 -0.077 -0.378 0.043 0.088
H 3.102880 5.699428 2.558871 0.172 0.357 0.321 0.083
H 1.941400 3.386498 3.153871 -0.889 -1.463 -0.036 0.034
C -2.569470 -1.875802 -4.140819 0.379 0.657 -1.093 -0.165
O -3.773210 -2.138372 -3.463629 -0.035 -0.333 0.520 -0.115
H -2.606290 -2.210172 -5.177619 -0.193 -0.292 -0.210 0.080
H -2.382030 -0.804712 -4.216559 0.190 0.166 0.312 0.073
H -1.688850 -2.358042 -3.716499 -0.401 -0.002 0.540 0.065
H -4.407430 -1.444632 -3.658799 0.067 0.003 -0.177 0.081
C -3.159090 2.249698 -0.973739 1.217 -1.273 -0.661 -0.149
O -4.188800 1.743918 -1.812529 -1.170 0.961 0.073 -0.125
H -3.108550 1.758658 -0.001919 -0.197 0.016 0.120 0.064
H -2.258910 1.982468 -1.527249 0.680 0.266 0.485 0.069
H -3.124400 3.328918 -0.824789 -0.824 -0.069 -0.345 0.076
H -4.200930 0.784178 -1.831439 0.369 0.040 0.351 0.063
C 1.661740 -0.413682 -6.009099 -0.462 0.153 -0.634 -0.069
O 0.264290 -0.103472 -5.697449 0.738 -0.246 0.155 -0.158
H 2.315230 -0.000082 -5.240979 -0.248 -0.177 -0.062 0.075
H 1.787110 -1.489932 -6.127619 0.128 0.031 0.391 0.086
H 1.892180 0.041028 -6.972549 0.206 0.168 0.089 0.090
H -0.236140 -0.474042 -6.428099 -0.294 0.017 0.070 0.096
C 3.726410 2.343798 -1.057319 1.156 0.012 1.665 -0.142
O 4.597910 3.224498 -0.306299 0.171 0.150 -0.797 -0.124
H 3.962860 1.321238 -0.763119 -0.091 -0.315 0.038 0.068
H 2.689930 2.530008 -0.776009 -0.051 0.144 -0.708 0.054
H 4.040050 2.429798 -2.097669 -0.677 0.371 -0.008 0.091
H 4.308770 3.409838 0.590161 -0.404 -0.387 -0.037 0.045
C 3.969040 0.441568 2.310351 0.636 -0.464 0.079 -0.153
O 4.102460 1.712868 2.908101 -0.015 -0.095 -0.112 -0.118
H 3.150270 0.355858 1.595941 -0.235 0.057 0.171 0.074
H 4.882590 0.167458 1.782721 0.171 0.139 -0.228 0.076
H 3.887550 -0.304432 3.100891 -0.379 -0.123 0.024 0.057
H 3.485620 2.303488 2.469611 -0.058 0.357 0.106 0.015
C 5.381150 -2.121782 -4.410499 -0.422 0.969 0.388 -0.147
O 3.976110 -2.194812 -4.619229 0.067 -0.496 -1.115 -0.137
H 5.488500 -1.314842 -3.685649 0.845 -0.038 0.110 0.075
H 5.922920 -3.012252 -4.091659 -0.553 -0.362 0.299 0.073
H 5.865090 -1.834522 -5.343979 -0.317 0.184 -0.078 0.076
H 3.460220 -2.348592 -3.824359 0.283 -0.355 0.480 0.041
C -1.704760 -4.739962 -2.584909 0.002 -1.186 0.638 -0.138
O -1.864480 -6.045512 -1.979139 0.701 0.522 -0.729 -0.124
H -2.313920 -4.593462 -3.476859 -0.455 -0.080 0.163 0.069
H -1.906430 -3.990952 -1.819129 0.076 0.395 -0.288 0.066
H -0.675520 -4.690892 -2.940379 0.119 0.090 0.322 0.074
H -2.700600 -6.144792 -1.517999 -0.363 0.209 -0.213 0.008
C 1.417640 0.689508 -2.683569 1.109 1.288 -0.557 -0.150
O 0.612810 -0.400432 -2.918289 -1.090 -2.013 0.556 -0.123
H 2.420540 0.486088 -3.058959 0.289 0.307 -0.122 0.093
H 0.971140 1.519948 -3.230479 0.481 0.518 0.359 0.079
H 1.539690 0.912148 -1.623549 -0.391 0.052 -0.124 0.069
H 0.436020 -0.425812 -3.861529 -0.381 -0.106 -0.360 0.034
```
Forces are in eV/Å.

***

# 2
ORCA calculation (the ωB97M-V functional and the def2-TZVPD basis) on a structure of composition C21H8Cl7F5InO7S.

Output
ΔE to the lowest compared entry with this formula, charge and spin, kcal per mole: 28.19
HOMO level, eV: -6.21
Charge: -1
HOMO-LUMO gap, eV: 8.3
F_max, eV/Å: 2.39
Electronic energy, Eh: -5640.610556

Structure (XYZ):
```
50
Properties=species:S:1:pos:R:3:forces:R:3:lowdin_charge:R:1
In 0.185714 -2.255926 0.704333 -0.309 0.830 -0.294 0.725
O 1.577860 -5.894142 1.953816 0.538 -1.191 0.440 -0.261
Cl 1.117339 -4.657507 1.489989 0.126 -2.385 0.000 0.597
O 0.126631 -4.127653 2.370981 -0.922 1.052 1.087 -0.364
O 0.495520 -4.783024 0.203710 -0.495 0.074 -1.173 -0.358
O 2.176161 -3.719384 1.371939 1.171 1.520 -0.043 -0.349
F 0.593227 2.303589 -4.938113 0.033 -0.269 0.105 0.114
C 0.844398 1.290767 -4.098107 0.059 -0.257 0.274 -0.133
C -0.067070 0.945663 -3.107729 0.075 0.023 -0.104 -0.142
F -1.235840 1.588962 -3.012750 0.155 0.038 -0.011 0.120
C 0.230600 -0.065809 -2.208355 0.264 -0.196 0.066 -0.244
F -0.680760 -0.313917 -1.234900 0.197 0.137 -0.141 0.008
C 1.422930 -0.796380 -2.237676 -0.228 0.562 -0.554 -0.526
S 1.931986 -2.001503 -1.090870 -0.295 -0.156 0.522 0.771
C 2.292334 -0.465728 -3.296793 -0.361 0.053 0.356 -0.248
F 3.440186 -1.138251 -3.433130 -0.023 0.089 -0.010 0.081
C 2.028040 0.559475 -4.189158 -0.202 0.100 0.006 -0.142
F 2.913823 0.850440 -5.148569 -0.082 0.007 0.055 0.115
Cl -1.556703 -3.165942 -1.875838 0.212 -0.172 -0.982 0.778
C -2.563102 -3.078916 -0.513617 -0.562 0.036 0.566 -0.717
C -1.988119 -2.686682 0.674581 1.155 0.329 0.038 -0.255
C -2.735815 -2.677250 1.834541 -0.391 -0.217 -0.592 -0.700
Cl -1.956667 -2.203598 3.272223 -0.173 0.216 0.720 0.795
C -4.078217 -3.062003 1.808001 0.229 0.160 -0.063 -0.702
Cl -4.999190 -3.074617 3.249370 -0.168 -0.009 0.263 0.691
C -4.669540 -3.406715 0.592676 0.299 0.046 -0.029 -0.706
Cl -6.324465 -3.835956 0.533982 -0.282 -0.064 0.014 0.685
C -3.914854 -3.409243 -0.579033 0.181 0.048 0.071 -0.703
Cl -4.629847 -3.798944 -2.085674 -0.150 -0.118 -0.184 0.690
C 0.094639 5.028114 1.832378 0.019 -0.135 -0.024 -0.032
C 0.928758 4.099293 1.005568 -0.155 -0.228 0.114 -0.190
C 1.967898 4.565605 0.223036 0.025 -0.189 -0.040 -0.072
C 2.731823 3.685219 -0.527704 -0.208 -0.206 0.110 -0.679
Cl 4.053946 4.288629 -1.465313 0.269 0.150 -0.245 0.648
C 2.458539 2.333258 -0.519572 0.046 0.189 0.007 -0.089
C 1.421536 1.854449 0.262898 -0.272 -0.025 0.163 0.007
C 0.654326 2.719286 1.034800 0.314 0.256 -0.336 -0.211
O -0.378968 2.329306 1.824761 -0.082 0.176 -0.052 -0.018
C -0.590307 0.945247 1.975786 0.234 -0.302 0.098 -0.104
C 0.651939 0.236602 2.577894 -0.329 0.594 0.085 -0.641
O 1.357502 0.846449 3.345670 0.067 0.185 0.225 0.102
O 0.849814 -0.984806 2.227857 -0.065 -0.969 -0.567 -0.123
H 0.527569 6.025224 1.852491 0.002 0.062 0.008 0.075
H 0.018771 4.639154 2.845875 -0.069 0.082 0.096 0.086
H -0.913772 5.085126 1.423153 -0.107 0.056 0.066 0.086
H 2.196943 5.620120 0.198096 0.003 0.115 0.032 0.106
H 3.054144 1.647358 -1.099502 0.105 -0.089 -0.082 0.107
H 1.241347 0.791167 0.274244 0.041 -0.084 -0.006 0.087
H -0.875801 0.477076 1.025125 -0.014 0.133 0.021 0.104
H -1.427204 0.848320 2.672626 0.127 -0.056 -0.075 0.131
```
Forces are in eV/Å.

***

- The highest HOMO level belongs to which entry?
  C21H8Cl7F5InO7S

***

- Among the records above, which one has the lowest ΔE to the lowest compared entry with this formula, charge and spin?
  C21H8Cl7F5InO7S

***

- Which formula does entry 2 have?
  C21H8Cl7F5InO7S